(1)
Formula: C3H9NO2
Source: the Open Molecules 2025 dataset
Level of theory: wB97M-V/def2-TZVPD

Positions of all 15 atoms, in Å:
H: 0.15762 -3.64836 0.32466
H: -1.24676 -0.63486 1.32526
H: -0.35221 2.07101 -1.16516
H: -1.13203 2.65510 0.12193
H: -1.76466 1.18932 -0.85966
H: 0.38209 1.05304 1.44853
H: -0.91828 -1.08975 -0.22951
C: -0.92595 1.68105 -0.35944
C: 0.07949 0.75154 0.43455
N: -0.59914 -0.58278 0.60117
O: 0.82871 -3.09658 -0.11767
O: 2.36250 0.78708 0.17224
H: 1.30264 0.51381 -1.40861
C: 1.30587 0.56260 -0.38911
H: 0.52010 -2.21222 0.10081

Net charge   0
Orbital gap   0.3780 hartree
ΔE to the lowest compared entry with this formula, charge and spin   230.0 kJ/mol

Mulliken population analysis, charges in e, atoms 1 to 4: 0.312 0.119 0.358 0.308

=====

(2)
Formula: C28H27B2F8N6O4PS4V
Source: the Open Molecules 2025 dataset
Level of theory: wB97M-V/def2-TZVPD

Positions of all 81 atoms, in Å:
C: 2.87752 3.00636 -2.45167
C: 3.07270 -0.46199 2.87974
B: -2.63344 -2.17257 -2.74360
S: -3.49880 -4.33681 0.58872
F: -2.56958 -6.62159 -0.42873
C: -3.51064 1.09467 -3.60329
B: 4.31723 -2.08791 1.27880
H: 5.82979 -0.76911 -0.74626
C: -1.97432 -2.53231 4.18569
C: 2.44478 -2.55689 3.06147
V: -1.23830 -0.99263 -0.03177
H: -0.90384 3.04400 -3.48611
H: 0.74467 0.47907 5.07540
F: -3.89060 -2.54001 -3.10392
H: 2.23774 1.63381 -0.85930
H: -3.50126 2.76867 -0.07286
H: 2.36807 0.54293 5.80996
F: -3.42931 -6.91751 1.54035
H: 2.16272 -1.63765 -4.01367
O: -2.27251 -1.97266 -1.51072
H: -2.13324 6.30527 0.84144
C: -1.56552 5.40683 1.04847
H: -1.80710 4.61278 -0.95770
C: -0.82034 3.21729 0.38781
N: -0.29493 0.56448 -0.22004
H: -5.63280 1.36347 -3.51811
N: 2.17908 -0.59942 3.97597
N: 3.14432 -1.92884 -2.18589
O: -2.55401 -1.00514 1.32701
C: -0.35860 2.97168 1.67311
H: 3.97003 2.98166 -2.29327
C: -1.43811 4.45664 0.06952
H: 2.02013 1.43958 4.26306
H: 4.43714 -3.30877 1.32061
H: 1.13859 -2.26570 4.87504
F: -1.71716 -2.36424 -3.75644
H: 4.73817 -1.00701 -3.34616
H: -0.98839 6.00979 3.03751
O: -0.63784 -2.33004 1.28440
H: 2.87834 -3.28471 -3.70802
H: -0.00793 2.00583 1.91992
H: 1.38667 -2.82109 -2.84711
H: -5.65178 2.40549 -1.36843
C: -1.04703 5.17835 2.31916
S: -1.95008 -2.33571 2.14369
N: -3.09144 -3.50107 1.98815
N: 3.22363 -1.70438 2.34022
H: 3.13342 4.24329 -4.11818
C: -4.68065 1.53402 -3.00135
O: -4.97886 -4.54454 0.71524
H: -0.10114 3.85291 3.66627
F: -3.19907 -2.08607 4.55375
C: 1.94755 2.27013 -1.71612
F: -1.91119 -3.86085 4.50934
H: 5.31314 -1.51106 1.61229
H: -3.59366 0.77175 -4.61672
C: 0.15912 3.00722 -3.20493
C: 4.36798 -1.29319 -2.35652
N: 3.96176 -1.62867 -0.15368
C: 2.33867 -2.42783 -3.25660
H: 2.19142 -3.53777 2.67976
F: -1.42409 -6.04270 1.37265
C: 1.80253 -1.93410 4.11163
C: 0.60077 2.30940 -2.06759
F: -0.99053 -1.79210 4.77217
C: -2.31187 1.14585 -2.90034
C: -3.48940 2.27692 -1.05590
H: 0.75445 4.18824 -4.81682
C: -0.45534 3.98232 2.64365
C: -4.67964 2.11373 -1.72066
S: 1.34750 -2.50564 -0.37299
S: 3.89160 0.87039 2.40873
C: -2.65473 -6.12124 0.80520
H: -1.42881 0.71526 -3.34053
C: 2.83434 -1.98226 -0.83854
C: -2.29203 1.81962 -1.67447
P: -0.69081 1.98793 -0.86949
C: 1.79827 0.51716 4.83203
C: 1.11143 3.65016 -3.94875
C: 2.40715 3.71595 -3.53145
C: 4.86827 -1.13713 -1.10318

Net charge   -1
Orbital gap (spin up / spin down)   0.1817 / 0.1787 hartree
2S+1   3

Mulliken population analysis, charges in e, atoms 1 to 4: -0.699 -0.094 0.302 0.637

=====

(3)
Formula: C23H32Cl32INO4PS
Source: the Open Molecules 2025 dataset
Level of theory: wB97M-V/def2-TZVPD

Positions of all 95 atoms, in Å:
C: 4.82393 4.43744 1.51874
P: 0.89678 -2.20472 -2.10491
H: 1.41462 0.43594 -1.26726
Cl: -5.38075 4.72640 1.07091
H: 0.55838 -1.74805 1.41730
I: 3.03009 -2.58833 2.58712
Cl: -7.05711 3.49181 5.90878
C: 2.24955 -2.78897 0.55102
O: -6.01861 -1.07609 -0.79268
O: -6.90097 -1.86429 1.16817
Cl: 9.40742 5.64302 -1.41890
Cl: 1.57798 0.63231 1.02256
H: 3.33508 -4.69548 0.67927
H: 0.22653 -1.54701 -7.64683
H: -3.99246 0.10498 -2.03094
Cl: -0.35635 -0.69911 -5.55134
H: 3.99662 -7.69973 -5.24088
H: -2.26830 -2.17172 -1.15958
C: -1.37642 -0.39225 0.74700
C: -2.41966 -1.41545 -1.93987
C: 0.76601 3.22815 -0.05715
Cl: 5.30844 -5.81776 -4.79218
Cl: -4.69146 -0.81598 3.79295
H: -7.02485 0.08042 0.56891
C: -5.48022 4.23512 5.65052
H: 2.83299 -2.04033 0.00987
C: -3.90765 -0.98647 -1.95832
C: 3.78035 -6.64759 -5.11110
O: -1.88918 -1.47323 1.12230
H: 1.66604 -4.83770 0.12448
Cl: -4.40338 1.99389 3.13172
H: -2.85236 0.25930 2.81678
H: -5.02005 4.50182 -1.23965
C: -0.37100 -3.07653 5.88776
H: -4.44082 -1.42323 -2.81536
Cl: 1.26616 -2.40924 5.95240
Cl: -1.26901 -2.66690 7.36348
H: 2.27982 -1.95010 -2.03326
H: 4.98375 -9.17296 0.50024
Cl: 8.92649 6.19263 1.39111
C: -1.47353 -0.22068 -1.66288
S: 0.55056 -3.98202 -2.84324
O: -1.60544 0.80669 1.12544
Cl: 3.04489 -6.04741 -6.60108
Cl: -1.12268 -3.23192 -6.75420
H: -4.50976 -2.51253 -0.53951
Cl: 4.00188 -7.59123 -0.91289
Cl: 6.26369 -7.25539 0.87945
C: 2.56761 -4.21371 0.06431
H: -0.28022 -4.15431 5.85492
Cl: 0.78308 6.91229 -1.45059
H: 10.15561 7.45277 -0.14408
Cl: -3.71860 2.81041 -0.28073
C: 0.74630 -2.42271 0.58808
C: 0.63953 0.65714 -0.52282
Cl: -1.21237 -2.53675 4.45230
H: -2.16672 -1.90965 -2.88861
C: -3.55194 0.51361 3.60599
Cl: 1.67399 -2.68060 -6.20530
H: 1.85501 3.22421 -0.16596
C: -4.60835 -1.42856 -0.67916
H: 2.90107 -4.21233 -0.98104
C: -5.15525 3.80832 -0.42018
H: -4.82988 3.49414 5.20576
H: 0.18380 -3.34098 0.81286
Cl: -4.76569 4.74953 7.18074
Cl: -0.95829 6.26012 0.78112
H: -2.08304 0.57994 -1.24701
Cl: -6.57799 2.82578 -0.77091
H: 0.47231 -1.19218 -2.96253
Cl: 4.16795 2.90089 2.07352
Cl: 0.39861 2.40093 -2.59678
H: -0.96038 2.12947 -0.63962
H: -1.01098 0.14960 -2.58249
C: 0.12431 -1.98676 -6.66383
Cl: 7.94435 8.02778 -0.63397
H: -4.17217 -0.93627 0.19976
Cl: 0.40055 8.82719 0.70139
N: 0.18973 -1.82076 -0.65434
C: 4.75084 -8.12029 0.58975
C: 0.11061 2.08543 -0.81907
Cl: 2.66575 -6.46071 -3.76622
C: -6.67545 -0.95331 0.38958
Cl: -5.60423 5.59654 4.53051
C: -0.43361 -0.47374 -0.52301
H: -1.18904 7.97431 -0.78564
H: 0.45638 3.20989 0.99247
Cl: -2.64500 0.78954 5.09657
Cl: 6.08039 4.18600 0.30274
H: 5.28133 4.93296 2.36497
C: 9.22697 6.90025 -0.19421
H: 0.40008 4.16516 -0.49526
Cl: 3.64608 -7.91985 1.95025
C: -0.35054 7.54367 -0.25464
Cl: 3.56193 5.50152 0.88937

Net charge   -1
Orbital gap   0.2921 hartree

Mulliken population analysis, charges in e, atoms 1 to 4: -0.090 0.299 0.812 -0.060

=====

(4)
Formula: C7H8N2
Source: the Open Molecules 2025 dataset
Level of theory: wB97M-V/def2-TZVPD

Positions of all 17 atoms, in Å:
H: 2.10330 0.25617 -1.10994
H: -0.75760 2.66688 -1.77339
N: -0.19972 1.90147 -2.05137
H: -0.18454 -1.93534 2.47644
H: -1.63187 1.94316 1.25025
C: -1.10039 0.15261 2.16065
C: 1.07668 -0.14450 -1.50700
C: 0.08976 1.04112 -1.16464
C: -0.25108 -0.98598 1.81278
H: 1.69157 -2.17992 -0.55261
H: 1.30034 -0.27717 -2.59462
C: 0.26120 -0.98667 0.62402
H: 0.02994 -1.99245 -1.10118
C: -1.10831 1.08271 1.14338
H: -1.74317 0.15262 3.00132
N: -0.44711 0.72659 0.02685
C: 0.87099 -1.42130 -0.64093

Net charge   0
Orbital gap   0.3225 hartree
ΔE to the lowest compared entry with this formula, charge and spin   275.1 kJ/mol

Mulliken population analysis, charges in e, atoms 1 to 4: 0.215 0.227 -0.693 0.289

=====

(5)
Formula: C33H26BrFNO4
Source: the Open Molecules 2025 dataset
Level of theory: wB97M-V/def2-TZVPD

Positions of all 66 atoms, in Å:
O: -3.94674 3.47094 4.31319
C: -5.28510 5.11704 3.29888
H: 2.53984 0.71426 0.78677
C: -3.84210 3.59870 -0.45420
C: -6.62142 6.76822 2.16072
C: -2.41100 2.03209 0.68647
C: 0.18409 0.16219 2.95233
C: -5.73497 5.59827 4.52153
H: -1.66967 1.23693 0.65940
C: -5.73542 5.69914 2.11403
H: -6.96135 7.21710 1.23821
C: 4.35934 -4.83661 -2.90443
C: 4.75059 -2.92134 -1.49121
C: 4.04907 -5.43164 -4.23135
C: -7.05952 7.24985 3.38123
C: 3.79775 -3.12328 -5.18831
H: -0.28612 -2.71687 3.12126
H: 1.44416 -1.94595 0.86482
H: 4.81254 -1.85029 -1.35987
C: 1.66567 -1.10999 1.54096
C: 4.43591 -3.45022 -2.73605
H: -0.47806 -0.30575 4.93731
C: -5.28411 5.18537 0.78817
C: 3.13230 -4.19548 -7.66032
H: -0.43895 1.04208 2.80646
O: -5.71547 5.67201 -0.23889
H: -4.22328 4.03051 -1.36880
H: 3.02854 -0.75870 -0.12170
H: -1.62583 -0.73954 3.70471
C: -6.61935 6.66148 4.56248
F: 4.01408 -0.41523 1.58044
H: 0.98663 -2.21035 4.24259
H: 5.03709 -5.79845 0.26428
H: 2.87410 -4.61156 -8.62518
C: 2.79175 -0.33389 0.84895
C: -2.90484 2.58043 -0.49261
H: -2.55096 2.21103 -1.44580
O: 4.25294 -1.32466 -3.74148
H: 4.50903 -6.74769 -1.95578
C: -0.07105 -2.16434 4.02663
C: -2.87007 2.49695 1.90612
H: 3.52461 -1.21097 -6.10485
H: -6.96631 7.03627 5.51645
H: -5.38489 5.13710 5.43414
H: -7.74629 8.08543 3.41524
H: -0.58456 -2.66872 4.84152
Br: 1.79625 0.90554 3.98443
C: 3.49702 -2.28142 -6.25100
C: 3.16211 -2.81615 -7.48215
O: 4.03212 -6.63516 -4.39496
C: -0.56686 -0.73643 3.94231
C: 4.57917 -5.67769 -1.82135
C: -4.29908 4.07438 0.76807
C: 4.97048 -3.76440 -0.41657
H: 3.40430 -6.11145 -6.73324
C: -4.31210 3.98396 3.27744
C: 3.42859 -5.03872 -6.60448
H: -2.49030 2.06748 2.82267
N: 0.43564 -0.37089 1.69198
H: 2.92283 -2.15825 -8.30706
C: 4.16877 -2.52646 -3.87192
H: 2.07957 -1.56496 2.43596
H: 5.20152 -3.34464 0.55322
C: 3.75633 -4.50693 -5.36368
C: 4.87837 -5.14207 -0.58075
C: -3.81732 3.51238 1.95661

Net charge   -1
Orbital gap   0.1308 hartree

Mulliken population analysis, charges in e, atoms 1 to 4: -0.651 0.149 0.391 -0.561

=====

(6)
Formula: C29H30FeO6S
Source: the Open Molecules 2025 dataset
Level of theory: wB97M-V/def2-TZVPD

Positions of all 67 atoms, in Å:
O: -4.64937 0.35303 -3.30581
C: 0.18807 0.33834 -0.42824
H: 2.95387 3.39290 -2.78966
C: 2.62484 0.31309 -4.09782
C: 3.72344 -0.90683 -2.41670
H: -0.07118 2.86128 2.61994
C: -3.47427 0.38638 -2.62628
C: 3.91340 0.05843 -3.47881
H: -3.08654 -2.37953 2.65556
H: 0.40868 2.48890 -2.47976
H: -1.07216 -1.80954 -1.61027
H: 3.23343 1.00325 4.77832
H: -5.52850 2.21992 -2.91006
C: -1.03475 2.39500 2.39143
H: 2.52253 0.66184 7.27407
C: -5.23311 1.59872 -3.76471
H: 0.78717 -3.11880 0.97014
H: 1.11045 -0.21221 6.63756
H: 4.87320 0.43454 -3.82827
C: -0.29399 -3.21035 0.88694
C: 2.21405 0.97582 5.18671
C: -1.11903 -2.54558 1.79118
O: 1.33846 0.31653 4.23193
C: -1.61415 -0.86628 -1.71185
H: -4.54306 2.15165 -4.41340
H: 0.58567 -0.60083 -3.68311
H: -1.68018 2.27303 3.26509
H: -1.36033 2.46921 -0.98504
H: 1.84558 1.98928 5.40225
H: 1.86898 -2.02284 -1.73176
O: 0.94819 -2.11279 3.20961
C: -2.80670 -0.84592 -2.39678
C: 3.43288 2.05736 -1.00921
C: -2.26915 -4.10637 -0.16931
C: -1.74907 1.54113 -1.40475
H: 0.48264 -0.52729 0.16831
H: -6.11373 1.30057 -4.33114
C: -2.89060 1.59492 -2.17453
H: -3.26716 -1.74918 -2.79547
H: -2.72359 -4.62470 -1.01277
C: 1.21733 1.26391 -0.75806
H: 2.80636 0.67221 0.69292
O: -0.82953 1.05551 1.79156
C: 1.27223 0.81705 2.97958
C: 1.27679 2.18224 -1.90401
C: 2.62399 2.65736 -2.05994
C: -2.48935 -2.79680 1.84940
H: -3.33502 2.55822 -2.43698
H: -0.23404 -4.45343 -0.85352
C: 0.09818 0.22593 2.22256
Fe: 2.55790 0.68871 -2.15522
H: 4.50985 -1.36907 -1.82222
H: 4.48100 2.26544 -0.79382
H: 2.44311 0.93329 -4.97579
C: 2.13272 0.11067 6.41885
O: -1.27666 -1.20494 4.04226
C: -3.06554 -3.57997 0.84896
H: 2.74880 -0.78396 6.28913
C: -1.05658 0.32424 -1.15846
C: 2.31645 -1.26161 -2.37138
H: -4.13706 -3.77202 0.85980
S: -0.32141 -1.45067 2.98304
C: 2.58537 1.19595 -0.23390
O: 1.99939 1.71332 2.55059
C: 1.63278 -0.50050 -3.41133
H: -1.55351 2.94683 1.61118
C: -0.87843 -3.97398 -0.11872

Net charge   -2
Orbital gap (spin up / spin down)   0.0902 / 0.1833 hartree
2S+1   5
ΔE to the lowest compared entry with this formula, charge and spin   109.6 kJ/mol

Mulliken population analysis, charges in e, atoms 1 to 4: -0.477 -1.959 0.437 -0.893